[1]
{
  "formula": "C5H5P",
  "method": "the ωB97M-V functional and the def2-TZVPD basis",
  "species": ["C", "C", "C", "C", "C", "P", "H", "H", "H", "H", "H"],
  "positions_angstrom": [[1.88337, 0.01658, 0.09321], [0.64357, 0.66083, -0.04814], [-0.64159, 0.20656, 0.71479], [-0.59767, 0.17217, -0.71557], [-0.89074, -1.07658, 0.03554], [3.43126, -0.18607, -0.00833], [-0.17821, -1.95318, 0.02501], [0.61089, 1.80026, 0.11063], [-1.19902, 0.92603, 1.20907], [-1.12568, 0.75150, -1.58967], [-1.93617, -1.31810, 0.17345]],
  "largest_force_ev_per_a": 3.966,
  "multiplicity": 1,
  "homo_lumo_gap_ev": 9.3,
  "relative_energy_kj_mol": 219.23
}


[2]
{
  "formula": "C15H20ClN3O",
  "method": "the ωB97M-V functional and the def2-TZVPD basis",
  "species": ["O", "Cl", "N", "C", "C", "C", "C", "C", "C", "C", "C", "N", "N", "C", "C", "C", "C", "C", "C", "C", "H", "H", "H", "H", "H", "H", "H", "H", "H", "H", "H", "H", "H", "H", "H", "H", "H", "H", "H", "H"],
  "positions_angstrom": [[1.64401, 1.56844, 2.58161], [3.30823, -4.93268, 1.04866], [-1.29869, 0.44844, 0.82901], [0.73496, 1.24072, 1.75496], [-0.29632, 0.07688, 0.08572], [2.67861, -2.72674, -2.20028], [3.05413, -3.80597, -1.32967], [2.44109, -1.49848, -1.72801], [2.94603, -2.28570, 0.54651], [3.13705, -3.52668, 0.02436], [2.47361, -1.28718, -0.33069], [-0.65122, -0.65429, -1.04324], [0.90953, 0.44156, 0.67025], [2.23378, 0.09784, 0.10185], [-1.16062, 0.36138, 3.26920], [-1.26609, 3.30514, -0.37639], [0.30453, 4.27241, 1.35772], [-1.55556, 2.53888, 2.11341], [-0.81938, 1.21225, 2.03777], [-1.10828, 3.70845, 1.11542], [2.40033, -3.04908, -3.14743], [3.22076, -4.77499, -1.73439], [2.22177, -0.68754, -2.40488], [3.18494, -2.18031, 1.57438], [-0.02022, -0.56168, -1.83846], [-1.60780, -0.43893, -1.28695], [2.95573, 0.31370, 0.90734], [2.37595, 0.76002, -0.77986], [-0.46780, 0.45590, 4.14221], [-1.10539, -0.73665, 3.08466], [-2.08147, 0.67256, 3.78637], [-0.46612, 2.64616, -0.63024], [-1.03684, 4.16564, -0.88728], [-2.27713, 2.92076, -0.69629], [0.32393, 5.31010, 1.05326], [0.95712, 3.75036, 0.74314], [0.71292, 4.16767, 2.35893], [-1.42287, 2.91016, 3.10924], [-2.60398, 2.35279, 2.00179], [-1.80615, 4.61576, 1.28340]],
  "largest_force_ev_per_a": 4.844,
  "multiplicity": 1,
  "homo_lumo_gap_ev": 9.1,
  "relative_energy_kj_mol": 190.21
}


[3]
{
  "formula": "C50H51Ge2N9PtS4",
  "method": "the ωB97M-V functional and the def2-TZVPD basis",
  "species": ["Pt", "C", "C", "C", "C", "C", "C", "C", "C", "C", "C", "C", "C", "C", "C", "C", "Ge", "S", "S", "Ge", "S", "S", "C", "C", "C", "C", "C", "C", "C", "C", "C", "C", "C", "C", "C", "C", "C", "C", "C", "C", "C", "C", "C", "C", "C", "C", "C", "C", "C", "C", "C", "C", "C", "C", "C", "H", "H", "H", "H", "H", "H", "H", "H", "H", "H", "H", "H", "H", "H", "H", "H", "H", "H", "H", "H", "H", "H", "H", "H", "H", "H", "H", "H", "H", "H", "H", "H", "H", "H", "H", "H", "H", "H", "H", "H", "H", "H", "H", "H", "H", "H", "H", "H", "H", "H", "N", "C", "N", "N", "N", "N", "C", "N", "N", "N", "N", "H"],
  "positions_angstrom": [[-0.53467, -0.34621, -0.29146], [1.74228, -0.46571, 4.60355], [1.31706, -1.82205, 4.11094], [-0.00023, -2.24005, 4.23235], [-0.41378, -3.47047, 3.74689], [-1.86714, -3.84890, 3.79981], [0.51222, -4.31477, 3.12966], [1.84681, -3.91787, 3.00515], [2.87272, -4.75118, 2.28463], [2.22472, -2.67397, 3.50021], [0.05719, -5.63925, 2.60940], [0.18331, -6.74555, 3.44973], [-0.18033, -8.01440, 3.01734], [-0.69150, -8.16669, 1.73685], [-0.84564, -7.06030, 0.90343], [-0.45860, -5.79010, 1.32267], [-0.84908, -4.31429, -0.06172], [-0.26579, -2.24146, 0.87223], [-1.72040, -4.19359, -2.50650], [0.25032, -3.23237, -2.65339], [0.22304, -1.06018, -2.35600], [1.24565, -4.36899, -0.98535], [1.23288, -3.37520, -4.37877], [0.55367, -3.53309, -5.58808], [1.25290, -3.53422, -6.79459], [2.62667, -3.37155, -6.81761], [3.30718, -3.21848, -5.61988], [2.62403, -3.21805, -4.40738], [3.43409, -3.10458, -3.15660], [3.77096, -1.86481, -2.61696], [3.40786, -0.56077, -3.27018], [4.47913, -1.83042, -1.41565], [4.87291, -2.98328, -0.76289], [5.58131, -2.92663, 0.56286], [4.58750, -4.20871, -1.35605], [3.87706, -4.28514, -2.54089], [3.57225, -5.62437, -3.15293], [-0.92641, -3.71967, -5.66277], [-1.78811, -2.62759, -5.74319], [-1.29581, -1.20882, -5.69004], [-3.15923, -2.86270, -5.83510], [-3.68144, -4.14292, -5.85625], [-5.16571, -4.38102, -5.92134], [-2.80050, -5.21771, -5.79561], [-1.43523, -5.02398, -5.69355], [-0.51765, -6.19962, -5.51353], [-1.48211, -7.28864, -0.43032], [-0.73809, -7.79782, -1.49290], [0.75275, -7.98235, -1.40392], [-1.38722, -8.14188, -2.67569], [-2.75321, -7.98768, -2.82641], [-3.45740, -8.42630, -4.08130], [-3.47270, -7.43785, -1.77117], [-2.86018, -7.08155, -0.58047], [-3.67387, -6.45389, 0.51593], [0.87626, 0.17335, 4.77420], [2.38239, 0.02661, 3.87101], [2.30388, -0.54150, 5.53801], [-0.73504, -1.56437, 4.65429], [-2.43563, -3.11042, 4.36237], [-2.01074, -4.83314, 4.25106], [-2.28471, -3.89236, 2.79103], [2.56715, -5.79139, 2.18920], [3.83379, -4.71528, 2.80376], [3.01680, -4.36384, 1.27419], [3.25475, -2.35383, 3.37516], [0.58957, -6.59883, 4.44485], [-0.07279, -8.87175, 3.67244], [-0.99382, -9.14325, 1.37376], [0.69666, -3.65315, -7.71856], [3.16348, -3.36907, -7.75879], [4.38500, -3.09774, -5.60941], [2.91473, -0.70376, -4.22832], [4.30885, 0.03738, -3.42725], [2.72090, 0.00459, -2.64122], [4.70055, -0.86503, -0.97434], [5.75559, -1.89579, 0.86900], [6.54535, -3.43857, 0.51886], [4.98623, -3.41121, 1.33925], [4.89191, -5.12567, -0.86366], [4.01726, -6.42382, -2.56103], [3.95607, -5.68595, -4.17346], [2.49496, -5.79583, -3.19812], [-0.24147, -1.12758, -5.94657], [-1.40187, -0.80828, -4.68098], [-1.87120, -0.57921, -6.37072], [-3.83016, -2.01093, -5.86916], [-5.71476, -3.44263, -5.85745], [-5.49021, -5.01652, -5.09609], [-5.44955, -4.87804, -6.85242], [-3.19219, -6.22981, -5.79064], [-1.03022, -7.13097, -5.75822], [-0.19566, -6.25156, -4.46949], [0.37890, -6.11750, -6.13080], [1.16210, -7.54005, -0.49957], [1.23736, -7.49723, -2.25219], [1.01584, -9.04333, -1.42403], [-0.79955, -8.53327, -3.50021], [-2.74396, -8.66216, -4.87157], [-4.12931, -7.64874, -4.44883], [-4.05960, -9.31927, -3.89440], [-4.53912, -7.27514, -1.88182], [-4.73446, -6.66065, 0.37454], [-3.53666, -5.36911, 0.50767], [-3.37070, -6.81074, 1.49994], [-1.15670, 2.82858, 0.90055], [-0.84194, 2.70686, -0.43468], [-0.70586, 3.75135, -1.23076], [-0.37908, 3.20984, -2.42314], [-0.32319, 1.93437, -2.34936], [-0.61562, 1.56202, -1.08122], [-1.53747, 1.77776, 1.70208], [-2.14654, 1.92388, 2.86691], [-2.33066, 0.65852, 3.29747], [-1.86931, -0.18563, 2.45140], [-1.33553, 0.49607, 1.41298], [-1.45102, 3.74206, 1.19898]],
  "largest_force_ev_per_a": 0.348,
  "charge": -2,
  "multiplicity": 3,
  "s_squared": 2.013,
  "homo_lumo_gap_ev": [5.1, 5.8]
}


[4]
{
  "formula": "C5H2N2O5",
  "method": "the ωB97M-V functional and the def2-TZVPD basis",
  "species": ["C", "C", "C", "C", "C", "N", "N", "O", "O", "O", "O", "O", "H", "H"],
  "positions_angstrom": [[-0.10387, 1.09186, -1.48938], [-1.23672, -0.43298, 0.62580], [0.55600, -2.46170, 0.19189], [0.42999, 1.83930, -0.26211], [0.21738, -0.95119, 0.38331], [1.40107, 1.07719, 0.47234], [1.13614, -0.14114, 0.66539], [-2.12090, -0.95343, -0.03306], [0.21814, -2.82149, -0.92510], [-0.65688, 1.68648, -2.39138], [-1.38735, 0.40368, 1.55992], [1.12642, -2.99054, 1.12771], [0.87822, 2.79119, -0.40118], [-0.45765, 1.86275, 0.47584]],
  "largest_force_ev_per_a": 3.279,
  "charge": -2,
  "multiplicity": 3,
  "s_squared": 2.014,
  "homo_lumo_gap_ev": [5.9, 6.5]
}


[5]
{
  "formula": "C2H3N3OS",
  "method": "the ωB97M-V functional and the def2-TZVPD basis",
  "species": ["C", "C", "H", "H", "H", "N", "N", "N", "O", "S"],
  "positions_angstrom": [[0.63011, 0.87447, 0.19231], [0.25330, -1.05040, 0.91814], [0.49875, 2.88758, -1.00709], [0.18489, -1.96026, 1.47652], [-1.97579, -1.12161, -1.00279], [0.95967, 0.02566, 1.23346], [-0.36001, -0.86391, -0.25851], [-0.14139, 0.37125, -0.74647], [-1.19477, -1.71443, -0.89943], [1.14524, 2.55165, 0.09385]],
  "largest_force_ev_per_a": 1.455,
  "multiplicity": 1,
  "homo_lumo_gap_ev": 9.5,
  "relative_energy_kj_mol": 159.57
}


- Look up the multiplicity of the first one.
  1